The following is a quantum chemistry calculation of a cluster of 9 separate species, C36H88ClNO10P in total, from the Open Molecules 2025 dataset.

The calculation puts the largest force on an atom at 0.7 eV/Å. The relative energy (zero: lowest compared OMol25 entry of this formula, charge and spin) is 0.00 kJ/mol. The value obtained for the highest occupied orbital energy (spin up / spin down) is -7.7775 / -9.3933 eV. As for the total energy: -82534.0741 eV. The value obtained for the LUMO energy (spin up / spin down) is 0.589 / 0.588 eV. As for the multiplicity: 2. The value obtained for the orbital gap (spin up / spin down) is 0.3075 / 0.3668 Ha.

Positions of all 137 atoms, in Å:
C  3.31105  -1.74246  3.81626
C  3.83024  -1.90872  2.37775
C  2.79564  -2.15528  1.27388
Cl  1.41176  -3.09422  1.92917
C  2.33657  -0.93954  0.37915
P  2.90434  -1.41924  -1.28636
O  2.29753  -2.63872  -1.86294
C  2.94644  0.44816  0.63263
C  2.29484  1.35247  1.70591
C  2.08263  2.76511  1.11323
C  3.21547  1.50460  2.92033
N  0.96752  0.81717  2.13976
O  0.81466  0.54523  3.37261
C  0.04678  0.14844  1.16980
C  -0.76933  1.21512  0.40672
C  -0.94038  -0.70359  1.95031
C  0.82583  -0.72819  0.14815
H  4.09319  -1.26675  4.41748
H  2.42210  -1.11052  3.87581
H  3.11426  -2.71489  4.26745
H  4.45902  -1.05546  2.10717
H  4.50256  -2.77552  2.36874
H  3.22562  -2.90357  0.59628
H  4.31130  -1.44657  -1.18102
H  2.66359  -0.24756  -2.02718
H  2.85332  0.98006  -0.32572
H  4.02416  0.39512  0.83249
H  1.66378  2.73516  0.10569
H  3.04433  3.28869  1.05036
H  1.41217  3.34670  1.75257
H  2.70581  2.00839  3.73931
H  3.64064  0.56589  3.26623
H  4.05387  2.14330  2.61287
H  -0.16820  2.07292  0.11937
H  -1.17283  0.77510  -0.51315
H  -1.61590  1.55981  1.00798
H  -0.44910  -1.47675  2.53629
H  -1.62124  -1.17575  1.23100
H  -1.53393  -0.07720  2.60746
H  0.31792  -1.69205  0.04716
H  0.72690  -0.24326  -0.83552
C  -1.10193  -0.06810  -5.27876
C  0.05910  -0.40844  -4.36184
C  0.55585  -1.83257  -4.55120
O  -0.29350  -0.18249  -2.98772
H  -1.95208  -0.72552  -5.08190
H  -1.42535  0.96233  -5.12062
H  -0.83244  -0.19224  -6.32736
H  0.88193  0.28805  -4.54056
H  -0.24636  -2.54324  -4.33181
H  1.37205  -2.03235  -3.86031
H  0.89405  -2.00599  -5.57391
H  -1.00459  -0.79532  -2.77760
C  -3.58362  -1.19480  5.25863
C  -4.08232  0.19555  4.89137
C  -4.69488  0.22445  3.49926
O  -3.03023  1.16050  5.00134
H  -2.80880  -1.51398  4.55932
H  -3.15462  -1.19411  6.26056
H  -4.39337  -1.92558  5.22495
H  -4.82062  0.51679  5.62868
H  -3.95374  -0.06202  2.75448
H  -5.05040  1.22645  3.25335
H  -5.52957  -0.47270  3.41207
H  -2.35462  0.93405  4.35217
C  6.39444  -4.66712  6.50579
C  6.16217  -4.55821  5.00777
C  7.15941  -5.38600  4.21328
O  6.18238  -3.19418  4.58806
H  7.39065  -4.29324  6.75936
H  5.66041  -4.07410  7.05036
H  6.32618  -5.70237  6.84187
H  5.14925  -4.89380  4.77514
H  8.17686  -5.03226  4.40363
H  6.96398  -5.29974  3.14460
H  7.11004  -6.43906  4.49241
H  7.05729  -2.83958  4.77078
C  -5.92753  -0.34219  -6.76264
C  -4.49026  0.07821  -7.03194
C  -4.37716  0.91448  -8.29512
O  -3.63738  -1.05989  -7.11294
H  -6.29766  -0.94705  -7.59523
H  -5.98766  -0.93935  -5.85248
H  -6.58214  0.52412  -6.65607
H  -4.11619  0.64971  -6.17911
H  -4.69414  0.31845  -9.15462
H  -3.34304  1.21758  -8.46148
H  -4.99698  1.81134  -8.24636
H  -3.94414  -1.59263  -7.85795
C  -7.25766  -0.00786  -0.10504
C  -5.78664  0.37170  -0.15298
C  -5.36283  0.84912  -1.53295
O  -4.96708  -0.71127  0.28316
H  -7.45663  -0.82930  -0.79951
H  -7.53518  -0.33499  0.89676
H  -7.89232  0.83349  -0.38574
H  -5.59484  1.16130  0.57657
H  -5.50874  0.05164  -2.26780
H  -4.30792  1.12397  -1.53587
H  -5.94917  1.71227  -1.85031
H  -5.08983  -1.44365  -0.32790
C  -5.44815  -2.09180  -12.32320
C  -4.31022  -2.44752  -11.38125
C  -3.80840  -3.86448  -11.60193
O  -4.70531  -2.25626  -10.01973
H  -6.29593  -2.76306  -12.15932
H  -5.78511  -1.06999  -12.15047
H  -5.13953  -2.18579  -13.36470
H  -3.48774  -1.74434  -11.52195
H  -4.61404  -4.58140  -11.41994
H  -2.98974  -4.09249  -10.92012
H  -3.45859  -4.00229  -12.62538
H  -5.43364  -2.85711  -9.83463
C  6.21096  5.16832  2.49432
C  5.94268  4.89208  3.96608
C  6.60308  5.92211  4.86789
O  6.37046  3.57486  4.31310
H  7.28550  5.12830  2.29388
H  5.72300  4.41874  1.87046
H  5.84812  6.15452  2.20165
H  4.86503  4.89110  4.14021
H  7.68822  5.89797  4.73240
H  6.38652  5.70575  5.91337
H  6.25553  6.93077  4.64058
H  7.32031  3.53785  4.16877
C  -0.80038  3.10137  6.64250
C  0.63743  3.56744  6.46522
C  0.87775  4.13897  5.07305
O  1.55199  2.50619  6.73543
H  -1.01545  2.28652  5.94983
H  -0.97176  2.72607  7.65150
H  -1.50907  3.90712  6.44622
H  0.87828  4.33294  7.20510
H  0.68059  3.37114  4.31790
H  1.91611  4.45972  4.96587
H  0.23140  4.99475  4.87318
H  1.37530  1.80206  6.10052